119
Properties=species:S:1:pos:R:3:forces:R:3:lowdin_charge:R:1 method="wB97M-V/def2-TZVPD" homo_energy_ev=-1.82 total_charge=-2 fmax_ha_per_bohr=0.040 total_energy_ha=-8963.90810 homo_lumo_gap_ev=5.32 lumo_ev=3.502
C -0.100938 -1.063165 5.138013 0.0 0.0 0.0 -0.10
C -2.893182 0.841346 -3.073891 0.0 0.0 -0.1 -0.37
C -0.038726 -7.529104 0.341387 0.0 0.1 0.0 -0.10
C 0.658895 -0.771996 4.014731 0.1 0.1 0.1 -0.03
H -0.346958 -5.804118 -3.094905 0.0 0.0 0.0 0.10
H 0.746588 -2.661054 -3.977354 0.0 0.0 0.0 0.04
H -4.612403 2.100628 -2.787178 0.0 0.0 0.0 0.10
H -5.282906 -0.017369 -0.576681 0.0 0.0 0.0 0.10
N 3.214169 2.161499 -1.019197 0.1 0.1 -0.3 0.01
C -0.250072 -6.300769 -2.135668 0.1 0.0 0.1 -0.11
H 3.272021 -5.621650 -2.243980 0.0 0.0 0.0 0.09
C -4.733707 -1.061474 -3.992936 0.1 0.0 0.0 -0.09
C -1.227485 2.895367 -4.072754 0.1 0.0 0.1 -0.36
C -3.501468 -1.782988 1.740823 0.1 0.0 0.0 -0.13
C 4.357326 3.018771 1.199497 -0.4 -0.3 -0.1 -0.07
O -1.106150 -1.712281 1.804079 -0.9 -0.9 1.0 -0.27
C -3.217564 5.569257 -1.172763 0.0 0.0 0.0 -0.11
H 1.113224 -5.786033 0.910989 0.0 0.0 0.0 0.05
C 3.508062 2.004091 3.644941 -0.1 0.0 -0.2 -0.04
H -3.449105 1.424070 4.340555 0.0 0.0 -0.1 0.11
C 1.042375 0.549040 3.725426 0.1 0.1 0.0 -0.31
H -2.476812 0.721013 2.141049 0.0 0.0 0.0 0.09
H 1.333616 4.709811 -5.389408 0.0 0.0 0.0 0.10
P 1.079629 -3.942316 -1.358908 0.0 -0.4 -0.2 0.03
H -1.203504 -9.119179 -0.510905 0.0 0.0 0.0 0.09
C -1.624183 4.163701 3.532274 0.0 -0.1 0.0 -0.15
H 4.556071 2.691040 -3.049502 0.0 0.0 0.0 0.10
C -2.125436 3.011791 -5.134360 0.1 0.0 0.0 -0.08
C -2.253317 1.686741 2.579611 0.1 0.1 -0.1 -0.11
C 0.632085 1.551269 4.626408 -0.1 0.0 0.0 -0.06
H 2.061929 0.626606 -5.891251 0.0 0.0 0.0 0.10
H 0.731983 3.421733 -3.371055 0.0 0.0 -0.1 0.10
H 3.835031 -4.490475 -6.345768 0.0 0.0 0.0 0.09
C 2.980040 -5.039270 -3.110222 0.0 0.0 -0.1 -0.11
C -3.705833 -0.907104 0.610644 0.0 0.1 -0.1 -0.41
H -2.498312 3.814406 -7.088084 0.0 0.0 0.0 0.09
Cl -7.232357 -2.699323 3.005464 0.1 0.0 -0.1 0.55
C -1.116411 3.643365 2.347217 -0.1 -0.1 0.0 -0.79
H -1.372957 -8.028771 -2.728866 0.0 0.0 0.0 0.09
C -0.830304 -7.542555 -1.926478 0.0 0.1 0.0 -0.10
Cs 0.035743 -0.165743 0.090515 1.3 1.5 -0.4 0.84
I 0.266508 4.757448 1.218859 0.0 0.0 0.0 0.87
C -5.877511 -2.029492 2.097338 0.0 0.1 -0.1 -0.69
C 2.256423 -3.484583 -5.291860 0.0 0.0 0.1 -0.10
H -0.385117 -2.092501 5.331038 0.0 0.0 0.0 0.09
N 1.719442 0.993631 -2.558950 0.3 -0.1 0.3 0.09
C 3.295435 -4.394923 -5.409068 0.0 0.0 0.0 -0.12
H 5.102355 3.100130 4.491431 0.0 0.0 0.0 0.09
C -2.171265 -2.142830 2.204682 0.0 0.0 0.0 -0.23
C -0.124917 1.248982 5.749608 0.1 0.0 -0.1 -0.13
C 0.557439 -6.288012 0.126207 0.0 -0.1 0.0 -0.11
C -6.128963 -1.184281 0.999874 0.0 0.0 0.0 -0.13
H -0.435850 2.050673 6.412686 0.0 0.0 0.0 0.09
C 1.928651 -4.129184 -2.987995 0.0 0.0 0.0 -0.40
N -1.428575 2.463711 1.866281 0.1 -0.2 0.1 0.04
H -2.178749 -2.889183 3.030901 0.0 0.0 0.0 0.12
H -7.155861 -0.966378 0.727432 0.0 0.0 0.0 0.09
C 1.569794 -3.359021 -4.085660 0.1 0.0 -0.1 -0.11
H -2.903670 3.713686 5.193752 0.0 0.0 0.0 0.10
H -4.637802 3.479634 1.078963 0.0 0.0 0.0 0.10
C 3.652899 -5.178003 -4.314835 0.0 0.0 0.1 -0.10
H 0.039362 -8.003904 1.312513 0.0 0.0 0.0 0.09
H -1.106761 -0.298563 6.888634 0.0 0.0 0.0 0.08
H -6.224594 0.435991 -3.606368 0.0 0.0 0.0 0.10
C -4.588772 -2.324394 2.446863 0.0 0.0 0.0 -0.09
H 4.468246 -5.887098 -4.399208 0.0 0.0 0.0 0.09
N 2.707084 1.640729 0.017174 0.2 0.2 0.1 0.04
O -2.767063 -0.373965 -0.038185 -0.6 0.0 0.1 -0.24
C -3.379597 -1.365632 -3.952044 0.0 0.1 0.0 -0.08
C -2.490396 3.358035 4.255803 0.0 0.1 0.0 -0.09
H -1.340862 5.148493 3.874271 0.0 0.0 0.0 0.08
N 1.692206 0.832782 2.534518 -0.2 -0.1 0.0 0.04
H 5.842320 4.075172 2.299868 0.0 0.0 0.0 0.08
C -3.352603 2.875304 -0.522442 0.0 -0.1 0.0 -0.11
C 0.017520 3.516213 -4.185277 0.0 0.0 0.1 -0.11
H -4.390219 -2.985288 3.285449 0.0 0.0 0.0 0.10
C -2.470609 -0.415837 -3.501887 0.0 0.0 0.1 -0.13
H -3.026747 -2.352953 -4.226382 0.0 0.0 0.0 0.10
C -0.732757 -8.157052 -0.681318 0.0 0.0 0.0 -0.12
C 4.562975 2.849862 3.582178 0.1 0.2 -0.2 -0.12
H -3.146584 6.622229 -1.422577 0.0 0.0 0.0 0.09
H -0.284920 4.916697 -7.258303 0.0 0.0 0.0 0.09
Se -0.693650 -2.766730 -1.602002 -0.1 -0.8 -0.5 0.21
H 3.210568 1.578024 4.593446 0.0 0.0 0.0 0.10
C -4.054048 3.810214 0.227085 0.0 0.0 -0.1 -0.09
H -3.369468 1.821339 -0.246781 0.0 0.1 0.0 0.08
C 2.314129 0.949893 -4.890744 0.1 0.1 0.1 -0.09
H -1.421393 -0.681779 -3.430458 -0.1 0.0 0.0 0.03
H 4.112763 2.012597 -5.418671 0.0 0.0 0.0 0.09
H -1.931143 4.969085 -2.774241 0.0 0.0 0.0 0.09
C 2.739267 1.614588 2.466129 0.1 0.1 0.0 -0.25
C 2.820939 1.700201 -2.286839 -0.1 0.0 -0.3 -0.32
H -5.450681 -1.806758 -4.317808 0.0 0.0 0.0 0.09
C -5.091959 -0.653763 0.281899 0.0 0.0 0.0 -0.01
H 0.597523 0.045738 -3.994764 0.0 0.0 0.1 0.09
C -2.589847 3.273505 -1.625882 0.1 0.1 0.1 -0.36
C -0.504852 -0.062086 6.017616 0.0 0.0 0.0 -0.13
C -3.987381 5.161233 -0.092917 0.0 0.0 0.0 -0.11
H 0.966699 -1.554351 3.331997 -0.1 0.0 0.0 0.11
C 3.440693 1.718460 -4.621082 0.0 0.0 0.0 -0.10
C -1.789048 3.735497 -6.271689 0.1 0.0 0.0 -0.10
C 0.450079 -5.662768 -1.109142 0.0 0.0 0.0 -0.41
C 3.254338 2.111927 1.194701 0.1 0.0 0.4 -0.24
H 1.978318 -2.867249 -6.138151 0.0 0.0 0.0 0.09
C 3.691738 2.098128 -3.320838 0.1 0.1 0.1 -0.03
Se 2.603503 -3.505996 0.078811 -0.2 0.1 0.0 0.17
C -4.256293 1.133806 -3.121606 0.0 0.0 0.0 -0.11
C 4.993311 3.402581 2.338509 0.0 0.0 0.3 -0.14
C -0.546989 4.355556 -6.367617 0.0 0.0 0.0 -0.11
C 1.498476 0.630965 -3.822372 -0.1 -0.1 0.2 -0.18
C 0.356346 4.245382 -5.320101 0.0 0.0 0.0 -0.09
H 4.691974 3.373128 0.235658 0.0 0.0 0.0 0.09
H 0.905165 2.579604 4.414696 0.0 0.0 0.0 0.11
C -5.167998 0.193124 -3.581984 0.0 0.0 0.0 -0.10
P -1.572499 1.992852 -2.489855 -0.6 0.2 -0.2 1.12
C -2.801130 2.091738 3.785646 -0.1 0.0 -0.1 -0.05
C -2.525724 4.632768 -1.933845 -0.1 -0.1 0.0 -0.10
H -3.093012 2.529288 -5.075001 0.0 0.0 0.0 0.10
H -4.518507 5.892222 0.506421 0.0 0.0 0.0 0.09